Computed, not measured: a single C5H8N2O2 molecule in a non-equilibrium geometry, with ωB97M-V with the def2-TZVPD basis set.

XYZ file:
```
17
Properties=species:S:1:pos:R:3:mulliken_charge:R:1
C -1.09 -0.51 -1.74 0.53
C -0.23 -0.38 0.32 0.93
C -1.07 -1.04 1.46 -1.35
C 1.70 1.14 -0.46 -1.30
C 1.13 0.20 0.56 -0.53
N -1.66 0.73 -1.22 -0.16
N -1.25 0.98 -0.14 -0.20
O -1.36 -1.02 -2.81 -0.52
O -0.36 -1.09 -0.84 -0.29
H -2.00 -1.46 1.01 0.36
H -1.56 -0.18 2.04 0.35
H -0.54 -1.73 2.04 0.37
H 1.37 0.85 -1.46 0.31
H 2.82 1.24 -0.31 0.32
H 1.28 2.10 -0.45 0.42
H 1.11 0.79 1.44 0.29
H 1.71 -0.61 0.57 0.48
```

Output
E_HOMO = -9.580 eV
net charge = 0
energy above the lowest of the compared OMol25 structures with the same formula, charge and spin = 3.163 eV
maximum force = 4.54 eV/A
orbital gap = 9.58 eV
molar mass = 128.13 g mol⁻¹
LUMO = 0.0035 eV
spin multiplicity = 1



Computed, not measured: a single C22H29N3O5S molecule, with ωB97M-V with the def2-TZVPD basis set.

XYZ file:
```
60
Properties=species:S:1:pos:R:3:mulliken_charge:R:1
C -8.48 -2.96 -0.85 -1.09
C -7.75 -1.78 -0.31 0.56
N -6.45 -1.64 -0.45 -1.08
N -6.11 -0.49 0.15 0.78
C -7.22 0.13 0.67 1.11
C -8.29 -0.68 0.39 -1.09
H -9.31 -0.51 0.63 0.40
C -7.22 1.47 1.33 -1.66
H -6.49 2.13 0.86 0.45
H -6.98 1.39 2.39 0.28
H -8.21 1.90 1.24 0.37
C -4.78 -0.10 0.14 0.62
C -4.21 0.66 1.16 -0.28
C -2.88 1.02 1.08 -0.96
C -2.09 0.63 0.00 0.13
C -2.66 -0.16 -1.01 -0.74
C -3.99 -0.51 -0.94 -0.49
H -4.44 -1.13 -1.70 0.47
H -2.05 -0.48 -1.84 0.46
C -0.68 1.04 -0.03 0.83
O -0.14 1.72 0.82 -0.68
O -0.04 0.62 -1.14 -0.33
C 1.36 0.84 -1.13 -0.61
H 1.56 1.87 -0.80 0.30
H 1.71 0.69 -2.15 0.33
C 2.00 -0.15 -0.16 0.65
O 1.31 -0.91 0.48 -0.70
N 3.35 -0.14 -0.05 0.46
C 4.23 0.66 -0.89 -1.19
H 5.25 0.30 -0.75 0.33
H 3.97 0.50 -1.94 0.30
C 4.26 2.18 -0.62 1.00
C 4.17 2.54 0.86 -1.69
H 4.03 3.61 0.97 0.45
H 3.34 2.03 1.34 0.40
H 5.10 2.27 1.37 0.34
C 5.54 2.75 -1.24 -1.65
H 5.59 3.82 -1.08 0.43
H 5.56 2.56 -2.31 0.40
H 6.41 2.28 -0.80 0.35
H 3.41 2.66 -1.13 0.28
C 3.89 -1.15 0.85 -0.35
C 5.22 -0.82 1.48 -0.54
H 5.34 -1.30 2.44 0.43
H 5.42 0.24 1.56 -0.03
S 6.48 -1.58 0.38 1.13
O 7.16 -0.56 -0.38 -0.64
O 7.29 -2.49 1.13 -0.70
C 5.31 -2.50 -0.69 -0.70
C 4.05 -2.52 0.15 -0.89
H 3.16 -2.73 -0.44 0.39
H 4.14 -3.29 0.91 0.42
H 5.20 -1.95 -1.62 0.28
H 5.72 -3.48 -0.87 0.55
H 3.12 -1.27 1.63 0.69
H -2.42 1.60 1.86 0.46
H -4.78 0.93 2.02 0.39
H -9.23 -2.65 -1.57 0.27
H -7.78 -3.63 -1.34 0.33
H -8.98 -3.49 -0.04 0.27
```

Output
E_HOMO = -8.576 eV
net charge = 0
energy above the lowest of the compared OMol25 structures with the same formula, charge and spin = 1.359 eV
maximum force = 0.88 eV/A
orbital gap = 8.97 eV
molar mass = 447.56 g mol⁻¹
LUMO = 0.3924 eV
spin multiplicity = 1



Computed, not measured: a single C4H6OS molecule in a non-equilibrium geometry, with ωB97M-V with the def2-TZVPD basis set.

XYZ file:
```
12
Properties=species:S:1:pos:R:3:mulliken_charge:R:1
C -1.59 -0.46 0.09 -0.12
C -0.24 -0.21 0.79 -0.05
C 0.26 1.29 0.53 -0.74
C 1.30 0.87 -0.53 -0.49
H -1.97 -1.48 0.22 0.36
H -0.40 -0.52 1.84 0.41
H -0.42 2.06 0.24 0.32
H 0.77 1.59 1.41 0.28
H 1.02 1.14 -1.57 0.28
H 2.34 1.22 -0.43 0.34
O -2.19 0.25 -0.60 -0.42
S 1.11 -0.94 -0.14 -0.17
```

Output
E_HOMO = -8.827 eV
net charge = 0
energy above the lowest of the compared OMol25 structures with the same formula, charge and spin = 1.451 eV
maximum force = 3.92 eV/A
orbital gap = 9.62 eV
molar mass = 102.16 g mol⁻¹
LUMO = 0.7885 eV
spin multiplicity = 1



Computed, not measured: a single C4H11N3 molecule in a non-equilibrium geometry, with ωB97M-V with the def2-TZVPD basis set.

XYZ file:
```
18
Properties=species:S:1:pos:R:3:mulliken_charge:R:1
C -1.19 -1.96 1.37 -1.24
C -1.14 -1.25 0.05 -0.31
C 0.28 -0.80 -0.45 -0.55
N 0.21 0.60 -0.92 -0.24
C 0.92 1.79 -0.77 0.38
N 1.83 1.78 0.25 -0.35
N 0.60 2.75 -1.55 -0.76
H -1.22 -1.28 2.23 0.32
H -0.30 -2.54 1.59 0.36
H -2.03 -2.65 1.45 0.34
H -1.76 -0.37 -0.16 0.35
H -1.65 -1.87 -0.71 0.31
H 0.87 -0.77 0.47 0.31
H 0.62 -1.42 -1.26 0.23
H -0.38 0.69 -1.73 0.26
H 1.79 1.10 0.99 0.16
H 2.35 2.63 0.32 0.24
H 0.20 3.60 -1.18 0.20
```

Output
E_HOMO = -8.136 eV
net charge = 0
energy above the lowest of the compared OMol25 structures with the same formula, charge and spin = 2.035 eV
maximum force = 2.39 eV/A
orbital gap = 9.02 eV
molar mass = 101.15 g mol⁻¹
LUMO = 0.8859 eV
spin multiplicity = 1



Computed, not measured: a molecular structure, C10H22ClLiO7 in a non-equilibrium geometry, with ωB97M-V with the def2-TZVPD basis set.

XYZ file:
```
41
Properties=species:S:1:pos:R:3:mulliken_charge:R:1
Li 0.81 0.31 -0.14 0.80
Cl 4.14 1.26 0.08 1.70
O 4.99 1.92 -0.87 -0.44
O 4.41 1.63 1.44 -0.35
O 2.76 1.65 -0.21 -0.58
O 4.30 -0.17 0.00 -0.37
C 1.23 -3.68 -0.70 -0.62
C 0.05 -3.79 0.23 -0.78
C -0.38 -2.37 0.39 -0.48
O 0.62 -1.56 -0.24 -0.05
C 1.80 -2.39 -0.33 -0.63
H 0.88 -3.61 -1.74 0.26
H 1.80 -4.60 -0.56 0.36
H 0.29 -4.40 1.10 0.37
H -0.76 -4.39 -0.17 0.29
H -0.31 -2.13 1.45 0.21
H -1.40 -2.20 0.05 0.45
H 2.47 -2.20 0.51 0.41
H 2.46 -2.08 -1.14 0.31
C -1.88 3.19 1.38 -0.63
C -2.26 2.02 2.33 -0.67
C -1.06 1.06 2.24 -0.68
O -0.52 1.28 0.91 0.10
C -0.63 2.67 0.63 -0.39
H -1.70 4.12 1.91 0.37
H -2.76 3.24 0.73 0.21
H -3.09 1.54 1.82 0.27
H -2.57 2.33 3.33 0.37
H -1.28 0.01 2.43 0.32
H -0.38 1.38 3.03 0.33
H -0.83 2.77 -0.44 0.17
H 0.25 3.25 0.89 0.37
C -2.09 0.36 -1.93 -0.80
C -0.83 0.10 -2.65 -0.25
O 0.10 0.90 -1.94 -0.48
H -1.92 0.13 -0.88 0.00
H -2.83 -0.24 -2.45 0.41
H -2.39 1.41 -2.04 0.41
H -0.90 0.39 -3.70 0.32
H -0.43 -0.91 -2.55 0.12
H -0.17 1.79 -2.20 0.25
```

Output
E_HOMO (alpha / beta) = -13.782 / -13.781 eV
net charge = +1
energy above the lowest of the compared OMol25 structures with the same formula, charge and spin = 0.000 eV
maximum force = 5.02 eV/A
orbital gap (alpha / beta) = 11.46 / 4.83 eV
<S²> = 0.763
molar mass = 296.67 g mol⁻¹
LUMO (alpha / beta) = -2.3259 / -8.9521 eV
spin multiplicity = 2



Computed, not measured: a single C4H11N3O molecule in a non-equilibrium geometry, with ωB97M-V with the def2-TZVPD basis set.

XYZ file:
```
19
Properties=species:S:1:pos:R:3:mulliken_charge:R:1
O 0.27 -1.06 -1.14 -0.58
C 0.23 0.28 -0.60 0.43
N 1.30 0.75 0.02 -0.42
C 2.57 0.20 -0.35 -0.30
N 3.45 0.24 0.78 -0.52
C -1.16 0.46 0.23 -0.33
N -1.88 -0.67 0.29 -0.55
C -3.31 -0.44 0.35 -0.84
H -0.10 0.83 -1.51 0.16
H 3.01 0.80 -1.16 0.24
H 2.39 -0.79 -0.77 0.34
H 2.93 0.23 1.64 0.22
H 4.21 -0.42 0.74 0.21
H -1.66 1.32 -0.28 0.36
H -0.87 0.92 1.18 0.31
H -0.43 -1.53 -0.67 0.35
H -3.52 0.13 1.27 0.28
H -3.62 0.13 -0.53 0.36
H -3.81 -1.39 0.50 0.29
```

Output
E_HOMO = -7.605 eV
net charge = 0
energy above the lowest of the compared OMol25 structures with the same formula, charge and spin = 7.158 eV
maximum force = 2.17 eV/A
orbital gap = 5.07 eV
molar mass = 117.15 g mol⁻¹
LUMO = -2.5329 eV
spin multiplicity = 1



Computed, not measured: a single C15H10Br3NO2 molecule in a non-equilibrium geometry, with ωB97M-V with the def2-TZVPD basis set.

XYZ file:
```
31
Properties=species:S:1:pos:R:3:mulliken_charge:R:1
O 2.57 3.88 0.77 -0.57
Br 3.48 -5.34 -0.41 -0.16
Br -1.96 -6.53 -1.84 -0.17
Br -2.93 -3.55 -0.98 -0.18
N 0.31 -0.91 0.61 -0.29
O 1.55 4.59 2.66 -0.47
C 1.65 3.74 1.60 0.20
C -0.56 -1.73 0.04 -0.63
C -1.71 1.99 1.73 -1.03
C 0.66 -5.75 -0.99 -0.22
C -1.39 0.70 1.37 -0.29
C -0.66 2.97 1.77 -0.67
C 1.22 -3.55 -0.18 -0.12
C 1.62 -4.85 -0.49 -0.38
C -0.66 -5.32 -1.17 0.04
C -1.05 -4.02 -0.79 -0.29
C -0.08 0.38 1.03 0.34
C 0.69 2.68 1.46 0.30
C -0.12 -3.11 -0.32 0.98
C 0.96 1.33 1.10 1.09
C 2.35 0.84 0.79 -1.38
H 2.34 5.18 2.59 0.36
H -1.57 -1.37 -0.14 0.38
H -2.69 2.22 2.09 0.39
H 1.03 -6.76 -1.22 0.37
H -2.21 -0.05 1.39 0.37
H -0.88 3.95 2.13 0.46
H 1.98 -2.89 0.19 0.56
H 2.60 0.01 1.42 0.36
H 2.43 0.49 -0.25 0.30
H 3.20 1.53 1.02 0.36
```

Output
E_HOMO = -8.743 eV
net charge = 0
energy above the lowest of the compared OMol25 structures with the same formula, charge and spin = 0.000 eV
maximum force = 3.95 eV/A
orbital gap = 7.95 eV
molar mass = 475.96 g mol⁻¹
LUMO = -0.7883 eV
spin multiplicity = 1



Computed, not measured: a molecular structure, H2N2O4S in a non-equilibrium geometry, with ωB97M-V with the def2-TZVPD basis set.

XYZ file:
```
9
Properties=species:S:1:pos:R:3:mulliken_charge:R:1
N -0.23 1.99 0.92 0.13
N 0.21 1.30 -0.07 -0.20
O -0.86 1.39 1.77 -0.42
O -1.28 -1.95 -0.82 -0.34
O 1.85 -0.46 0.14 -0.45
O -0.14 -1.16 -1.06 -0.14
S 0.25 -0.24 0.38 0.66
H -2.00 -1.28 -1.10 0.37
H 2.19 0.41 -0.16 0.38
```

Output
E_HOMO = -9.651 eV
net charge = 0
energy above the lowest of the compared OMol25 structures with the same formula, charge and spin = 4.969 eV
maximum force = 3.72 eV/A
orbital gap = 8.85 eV
molar mass = 126.09 g mol⁻¹
LUMO = -0.8043 eV
spin multiplicity = 1



Computed, not measured: a molecular structure, C11H14Br2N in a non-equilibrium geometry, with ωB97M-V with the def2-TZVPD basis set.

XYZ file:
```
28
Properties=species:S:1:pos:R:3:mulliken_charge:R:1
C 1.07 -4.01 3.12 -1.00
C 0.58 -2.73 2.29 0.72
C -0.79 -2.74 1.56 -0.49
C -1.18 -1.49 0.74 -0.45
C -0.28 -0.20 0.60 0.23
C -0.86 0.96 -0.34 -0.21
N -0.13 2.25 -0.27 -0.68
C 0.76 2.45 -1.42 -0.31
Br 2.20 1.07 -1.64 -0.29
C 0.00 2.62 -2.85 -0.23
C -1.51 3.15 -2.74 -0.92
Br 0.16 0.97 -4.01 -0.21
C 1.07 -0.18 1.36 -0.36
C 1.47 -1.43 2.19 -0.53
H 2.12 -3.82 3.56 0.26
H 0.32 -4.37 3.90 0.26
H 1.22 -4.86 2.35 0.24
H -1.52 -3.63 1.59 0.23
H -2.18 -1.51 0.18 0.23
H -0.98 0.52 -1.40 0.10
H -1.93 1.17 0.04 0.26
H 1.30 3.45 -1.22 0.38
H 0.59 3.43 -3.43 0.42
H -1.70 3.84 -1.85 0.32
H -1.84 3.61 -3.75 0.32
H -2.18 2.22 -2.60 0.21
H 1.74 0.75 1.27 0.36
H 2.46 -1.50 2.77 0.13
```

Output
E_HOMO = -3.087 eV
net charge = -1
maximum force = 4.37 eV/A
orbital gap = 6.29 eV
molar mass = 320.05 g mol⁻¹
LUMO = 3.1999 eV
spin multiplicity = 1



Computed, not measured: a molecular structure, C50H47BrIrN5O2P2Te, with ωB97M-V with the def2-TZVPD basis set.

XYZ file:
```
109
Properties=species:S:1:pos:R:3:mulliken_charge:R:1
Ir 0.41 -0.59 -0.15 3.18
C 3.28 -0.25 1.23 -1.36
N 2.78 -0.67 -0.06 -0.27
C 3.44 -0.15 -1.25 -1.57
C 2.59 -0.64 -2.39 0.10
N 1.32 -0.89 -2.24 1.35
C 0.87 -1.38 -3.48 0.50
C -0.37 -1.88 -3.88 -0.64
C -0.49 -2.32 -5.18 -1.02
C 0.58 -2.27 -6.08 -0.75
C 1.82 -1.79 -5.69 -1.17
C 1.94 -1.36 -4.37 0.08
N 3.02 -0.88 -3.64 0.00
C 2.30 -0.76 2.23 0.00
N 1.01 -0.82 1.98 0.37
C 0.40 -1.36 3.12 1.10
C -0.93 -1.66 3.40 -0.30
C -1.21 -2.21 4.63 -1.03
C -0.20 -2.46 5.58 -0.86
C 1.12 -2.16 5.31 -1.09
C 1.39 -1.62 4.06 -0.05
N 2.59 -1.22 3.45 0.19
H 3.32 0.84 1.28 0.31
H 4.29 -0.63 1.45 0.55
H 2.78 -1.70 -0.15 0.42
H 4.46 -0.52 -1.35 0.59
H 3.46 0.94 -1.23 0.34
H -1.19 -1.92 -3.18 0.23
H -1.44 -2.72 -5.52 0.50
H 0.44 -2.61 -7.09 0.45
H 2.66 -1.76 -6.38 0.51
H 3.97 -0.79 -3.96 0.26
H -1.71 -1.49 2.67 0.12
H -2.24 -2.48 4.88 0.51
H -0.47 -2.89 6.54 0.50
H 1.91 -2.35 6.03 0.53
H 3.51 -1.31 3.85 0.24
C -3.94 -1.43 -1.04 -1.13
Te -2.03 -2.06 -0.37 1.02
C -2.31 -4.03 -1.09 -0.92
H -4.06 -1.74 -2.08 0.51
H -4.04 -0.35 -0.94 0.12
H -4.70 -1.93 -0.42 0.45
H -2.75 -4.61 -0.28 0.40
H -1.34 -4.44 -1.37 0.06
H -2.99 -3.98 -1.94 0.51
C 0.12 3.39 -0.29 -2.01
P -0.44 1.67 -0.70 0.35
C -0.52 1.77 -2.51 0.92
C -1.64 1.42 -3.27 -0.34
C -1.58 1.45 -4.66 -1.07
C -0.41 1.81 -5.30 -0.64
C 0.72 2.14 -4.55 -1.04
C 0.66 2.12 -3.17 -0.67
C -2.16 1.71 -0.07 0.79
C -3.16 2.49 -0.67 -0.56
C -4.42 2.57 -0.10 -0.80
C -4.69 1.89 1.09 -0.96
C -3.70 1.16 1.72 -0.89
C -2.44 1.07 1.14 0.08
P 1.38 3.66 1.06 -0.03
C 0.59 2.90 2.52 0.41
C 1.35 2.01 3.28 -0.62
C 0.84 1.47 4.46 -0.69
C -0.44 1.81 4.88 -0.75
C -1.20 2.70 4.13 -0.81
C -0.69 3.25 2.97 -0.14
C 1.04 5.43 1.38 0.73
C 1.18 5.93 2.68 -0.47
C 0.94 7.27 2.95 -0.68
C 0.58 8.14 1.92 -0.51
C 0.47 7.66 0.63 -0.68
C 0.70 6.31 0.36 -0.34
H -0.78 3.96 -0.09 0.95
H 0.58 3.76 -1.20 1.09
H -2.56 1.13 -2.77 0.36
H -2.46 1.19 -5.23 0.47
H -0.37 1.82 -6.38 0.45
H 1.63 2.43 -5.06 0.47
H 1.55 2.39 -2.60 0.41
H -2.95 3.03 -1.59 0.60
H -5.19 3.16 -0.57 0.44
H -5.68 1.96 1.54 0.46
H -3.90 0.67 2.67 0.58
H -1.64 0.55 1.66 0.03
H 2.36 1.78 2.97 0.85
H 1.45 0.81 5.07 0.53
H -0.84 1.39 5.80 0.43
H -2.19 2.99 4.47 0.50
H -1.27 3.98 2.41 0.45
H 1.47 5.27 3.49 0.39
H 1.04 7.64 3.96 0.41
H 0.39 9.18 2.13 0.39
H 0.20 8.33 -0.18 0.41
H 0.63 5.97 -0.67 0.30
Br 0.17 -4.91 2.26 -0.07
C 0.51 -5.80 0.62 0.92
C 0.21 -7.15 0.54 -0.79
C 0.46 -7.84 -0.65 -0.58
C 1.01 -7.17 -1.73 -0.80
C 1.32 -5.83 -1.64 -0.34
C 1.07 -5.12 -0.46 -0.65
C 1.43 -3.67 -0.39 0.02
O 2.61 -3.33 -0.52 -0.80
O 0.43 -2.87 -0.19 -0.05
H -0.21 -7.67 1.39 0.46
H 0.23 -8.89 -0.71 0.41
H 1.21 -7.71 -2.66 0.42
H 1.76 -5.30 -2.48 0.48
```

Output
E_HOMO (alpha / beta) = -12.485 / -12.498 eV
net charge = +2
energy above the lowest of the compared OMol25 structures with the same formula, charge and spin = 0.000 eV
maximum force = 0.69 eV/A
orbital gap (alpha / beta) = 8.18 / 4.68 eV
<S²> = 6.018
molar mass = 1211.63 g mol⁻¹
LUMO (alpha / beta) = -4.3079 / -7.8189 eV
spin multiplicity = 5



Computed, not measured: a single C4H11N2O2 molecule in a non-equilibrium geometry, with ωB97M-V with the def2-TZVPD basis set.

XYZ file:
```
19
Properties=species:S:1:pos:R:3:mulliken_charge:R:1
N 0.42 1.14 -1.79 -0.65
C -0.05 0.13 -0.77 -1.10
C 0.85 0.18 0.48 -1.02
C 0.90 -1.13 1.25 -0.46
O 1.85 -1.01 2.32 -0.56
C -1.50 0.44 -0.46 0.07
N -2.19 -0.61 0.08 -0.23
O -1.93 1.57 -0.54 -0.28
H 0.11 0.93 -2.78 1.06
H 1.45 1.24 -1.73 0.59
H -0.01 2.06 -1.56 0.67
H -0.02 -0.87 -1.22 -0.07
H 0.45 1.06 1.01 0.13
H 1.89 0.41 0.26 0.40
H 1.23 -2.00 0.70 0.34
H -0.06 -1.35 1.72 0.28
H 1.74 -0.20 2.83 0.32
H -2.00 -1.58 -0.12 0.25
H -3.14 -0.42 0.34 0.26
```

Output
E_HOMO (alpha / beta) = -3.533 / -10.804 eV
net charge = 0
energy above the lowest of the compared OMol25 structures with the same formula, charge and spin = 1.827 eV
maximum force = 2.20 eV/A
orbital gap (alpha / beta) = 4.09 / 11.30 eV
<S²> = 0.751
molar mass = 119.14 g mol⁻¹
LUMO (alpha / beta) = 0.5591 / 0.4939 eV
spin multiplicity = 2



Computed values of DFT total energy (unit: hartree) for the preceding records, in sequence: -455.242257, -1794.399337, -629.393858, -323.231739, -1388.043231, -398.291117, -8504.874291, -809.595713, -5630.174253, -5986.394421, -418.889299.